Formula: C19H47NO13P2
Source: the OMol25 dataset
Level of theory: wB97M-V/def2-TZVPD

Values from the calculation:
E_LUMO (spin up / spin down) in eV: -1.6939 / -4.0454
Frontier orbital gap (spin up / spin down) in eV: 11.000 / 8.872
E_HOMO (spin up / spin down) in eV: -12.694 / -12.917
Energy above the lowest of the compared OMol25 structures with the same formula, charge and spin in kcal per mole: 0.0
Charge: +1
Spin multiplicity: 2

Element x y z (Å)
1 O 0.32 0.64 -0.53
2 H -0.44 1.12 -0.18
3 H 0.05 -0.02 -1.17
4 H 0.79 0.24 0.21
5 C -0.95 -3.93 -2.49
6 C -0.16 -2.84 -1.64
7 C 1.27 -3.39 -1.20
8 C 2.31 -3.30 -2.30
9 C 2.37 -1.94 -2.92
10 C 1.00 -1.36 -3.41
11 N 0.00 -1.47 -2.29
12 O -1.26 -0.77 -2.46
13 C 0.62 -2.18 -4.74
14 C 1.27 0.07 -3.86
15 C -0.89 -2.67 -0.26
16 H -0.48 -4.28 -3.41
17 H -1.90 -3.55 -2.87
18 H -1.22 -4.81 -1.91
19 H 1.13 -4.46 -1.02
20 H 1.58 -3.08 -0.20
21 H 2.13 -4.03 -3.09
22 H 3.28 -3.63 -1.92
23 H 3.10 -2.00 -3.73
24 H 2.85 -1.33 -2.15
25 H -0.39 -1.92 -5.05
26 H 0.67 -3.25 -4.59
27 H 1.14 -1.96 -5.67
28 H 0.46 0.48 -4.45
29 H 2.16 0.17 -4.48
30 H 1.39 0.78 -3.05
31 H -0.57 -1.86 0.38
32 H -0.73 -3.52 0.39
33 H -1.98 -2.58 -0.37
34 C -1.60 4.11 4.85
35 C -1.75 4.32 3.32
36 O -0.49 4.70 2.78
37 C 0.25 3.71 2.22
38 O -0.12 2.60 1.97
39 O 1.46 4.29 1.95
40 C 2.60 3.61 1.40
41 H -0.78 4.73 5.23
42 H -1.26 3.08 4.97
43 H -2.56 4.29 5.34
44 H -2.36 5.20 3.13
45 H -2.20 3.48 2.79
46 H 3.39 4.32 1.61
47 H 2.51 3.53 0.32
48 H 2.72 2.63 1.86
49 C -4.27 1.00 -2.35
50 O -4.31 2.10 -1.49
51 P -3.52 2.07 -0.09
52 O -2.14 1.53 -0.12
53 O -3.71 3.58 0.50
54 C -3.22 4.68 -0.23
55 O -4.49 1.24 0.92
56 C -4.73 -0.14 0.74
57 H -3.69 1.21 -3.25
58 H -5.28 0.78 -2.70
59 H -3.81 0.09 -1.96
60 H -4.12 5.24 -0.46
61 H -2.72 4.53 -1.19
62 H -2.57 5.26 0.42
63 H -4.10 -0.56 -0.05
64 H -5.76 -0.23 0.41
65 H -4.54 -0.57 1.72
66 C 1.09 -3.21 3.05
67 O 2.34 -2.75 2.80
68 P 2.55 -1.15 2.36
69 O 1.42 -0.63 1.50
70 O 4.04 -1.10 1.64
71 C 4.36 -2.06 0.66
72 O 2.81 -0.34 3.74
73 C 3.44 0.93 3.81
74 H 0.90 -4.13 2.51
75 H 0.26 -2.53 2.89
76 H 1.00 -3.39 4.12
77 H 4.63 -1.64 -0.30
78 H 3.59 -2.83 0.56
79 H 5.12 -2.72 1.09
80 H 2.67 1.69 3.91
81 H 3.96 1.14 2.87
82 H 4.12 0.95 4.67